Record 1
A cluster of 2 separate species, C4H12S in total in a non-equilibrium geometry, computed with the ωB97M-V functional and the def2-TZVPD basis.

```
17
Properties=species:S:1:pos:R:3:forces:R:3:lowdin_charge:R:1
C 1.248272 -2.785641 0.687510 -1.04 0.17 -0.64 -0.1657
H -0.347209 3.534468 -0.381603 0.58 0.08 0.10 0.0700
H 2.332152 -2.703110 0.679401 0.01 -0.26 0.44 0.0608
S -2.191194 0.788925 -0.260651 -0.01 0.14 -0.24 0.6578
H 0.832899 -3.755185 0.988270 0.72 0.08 0.34 0.0643
H 0.067904 0.614738 -1.147448 0.10 -0.09 0.15 0.0552
C 0.509427 -1.642124 1.392966 0.52 0.10 -0.62 -0.1654
H -1.144833 3.024498 -1.808685 0.11 -0.28 0.12 0.0578
H -2.814748 1.378305 -1.291666 0.13 -0.05 -0.08 -0.1665
H -0.556843 -1.841253 1.338320 -0.14 -0.04 0.54 0.0606
H 0.632967 -0.727301 0.812072 0.20 0.07 0.12 0.0268
H 0.886521 -1.440201 2.394631 -0.36 -0.17 0.13 0.0647
H 0.948945 -2.725815 -0.358491 0.10 -0.01 -0.27 0.0551
H 0.550228 2.760281 -1.817190 0.34 0.49 0.50 0.0702
C -0.305724 2.764102 -1.142103 -1.13 -0.41 -1.03 -0.1645
C -0.465694 1.357297 -0.566152 -1.01 0.55 0.54 -0.6161
H -0.183065 1.398018 0.480816 0.87 -0.37 -0.10 0.0350
```
Positions in Å, forces in eV/Å.

Its gap between HOMO and LUMO is 10.02 eV. As for the charge: 0. For the relative energy (zero: lowest compared OMol25 entry of this formula, charge and spin), the calculation gives 9.6 kcal per mole. For the HOMO energy, the calculation gives -9.042 eV. The SMILES is CCS.CC.

Record 2
A cluster of 2 separate species, C4H12S in total in a non-equilibrium geometry, computed with the ωB97M-V functional and the def2-TZVPD basis.

```
17
Properties=species:S:1:pos:R:3:forces:R:3:lowdin_charge:R:1
H -2.084657 -1.143371 -1.249288 -0.73 -0.16 -0.37 0.0759
H 3.210077 1.402123 0.979762 0.37 -0.32 -0.10 0.0775
H -0.552434 -0.587513 1.994310 0.51 0.21 -0.05 0.0736
H 2.297133 -0.796511 -1.284921 -0.05 -0.10 0.14 -0.0173
S 2.722803 -0.762387 0.001632 0.15 -0.04 0.01 1.1186
C -0.981586 0.209680 -0.051995 0.22 -0.22 -0.14 -0.3252
H 1.528847 1.123723 0.627774 0.14 -0.32 0.06 0.0747
H -1.145458 1.162319 0.450005 0.07 0.06 0.04 0.1018
H 0.026993 -1.640882 0.653438 0.11 -0.10 0.00 0.0423
H 2.499186 1.489480 -0.718808 0.50 0.04 -0.04 0.0777
C 2.557536 0.961727 0.230253 -1.17 0.73 0.02 -0.3690
H -1.672392 -1.459031 1.071459 0.27 -0.28 -0.06 0.0806
H -2.337587 0.611454 -1.746059 0.46 -0.34 -0.50 0.0732
C -2.207144 -0.114386 -0.946610 0.85 1.38 1.09 -0.0944
C -0.723913 -0.917384 0.971626 -1.25 0.22 0.10 -0.1237
H -3.061362 0.145511 -0.323399 -0.35 -0.99 0.08 0.0817
H -0.076042 0.315454 -0.659171 -0.08 0.22 -0.27 0.0520
```
Positions in Å, forces in eV/Å.

Its gap between HOMO and LUMO (spin up / spin down) is 10.63 / 5.78 eV. As for the charge: +1. For the relative energy (zero: lowest compared OMol25 entry of this formula, charge and spin), the calculation gives 23.6 kcal per mole. For the HOMO energy (spin up / spin down), the calculation gives -14.986 / -14.981 eV. Its spin multiplicity is 2.

Record 3
A cluster of 2 separate species, C4H12S2 in total in a non-equilibrium geometry, computed with the ωB97M-V functional and the def2-TZVPD basis.

```
18
Properties=species:S:1:pos:R:3:forces:R:3:lowdin_charge:R:1
H -5.082642 -1.467778 4.479495 0.05 0.06 -0.68 0.0358
H -3.437063 -0.334258 0.814996 -0.26 -0.29 -0.08 0.0346
H -3.668083 -0.670248 3.722995 -0.22 -0.36 0.19 0.0307
H -4.576922 -1.196458 -0.265123 -0.22 0.00 0.74 0.0411
H 3.146695 0.138171 -1.415183 0.10 0.32 0.30 0.0284
H 5.835723 1.397451 -2.896322 -0.39 0.19 -0.18 0.0267
S -5.317812 -1.190728 2.069296 -1.74 0.17 0.43 0.6964
H 4.491665 0.868881 -0.484353 -0.41 0.10 -0.12 0.0296
H 4.510015 0.794641 -3.939602 0.12 0.40 0.22 0.0257
H -3.864223 -2.446977 3.604315 -0.26 0.32 -0.05 0.0339
H -3.558322 -2.120308 0.883036 0.06 0.37 -0.47 0.0297
C 4.920154 1.687641 -3.438662 -0.47 -0.44 0.86 -0.3883
H 5.187834 2.431000 -4.208312 -0.42 -0.08 0.59 0.0286
C -4.131503 -1.188258 0.743906 1.57 -0.44 0.24 -0.4674
C -4.403352 -1.484728 3.610656 1.03 0.18 -0.31 -0.4348
S 3.643414 2.374751 -2.209913 0.66 -0.12 -0.62 0.6660
H 2.799575 1.342171 -0.134863 0.29 0.22 -0.59 0.0327
C 3.504844 1.065031 -0.936363 0.53 -0.59 -0.47 -0.4493
```
Positions in Å, forces in eV/Å.

Its gap between HOMO and LUMO is 9.34 eV. As for the charge: 0. For the relative energy (zero: lowest compared OMol25 entry of this formula, charge and spin), the calculation gives 17.1 kcal per mole. For the HOMO energy, the calculation gives -8.405 eV. The SMILES is CSC.CSC.

Record 4
An isolated molecule of C4H12Si2 in a non-equilibrium geometry, computed with the ωB97M-V functional and the def2-TZVPD basis.

```
18
Properties=species:S:1:pos:R:3:forces:R:3:lowdin_charge:R:1
Si -0.262289 1.494209 -1.335858 -3.45 -3.45 0.40 0.4738
Si 1.951987 1.922262 -1.259930 1.73 1.46 -0.01 0.3844
H -0.741529 -1.276153 -1.625496 -0.39 -0.40 -0.29 0.0285
H 0.061180 -0.746304 2.431948 -0.41 0.15 -0.35 0.0832
H -1.075514 1.523723 -2.687685 0.93 0.47 1.18 -0.0754
H 2.491987 1.242333 -0.078054 -0.09 -0.10 0.31 -0.1220
H -1.442353 0.140094 2.334455 -1.71 -0.67 0.19 0.0543
H -1.794030 -2.841838 -0.121420 0.66 0.61 1.94 0.0984
H -1.025052 2.171485 -0.154156 0.77 -0.06 -1.19 -0.0617
C -0.643540 -0.231733 1.747049 3.69 3.45 -0.81 -0.1119
C -0.760078 -0.998934 0.453874 -1.56 -0.37 0.76 -0.4955
H -0.250016 -3.128636 0.769584 -0.82 1.04 -0.11 0.0881
C -1.147692 -2.418747 0.745603 0.10 -2.59 0.46 -0.1179
H -1.547009 -2.544867 1.847798 0.10 0.23 -2.45 0.1052
H -0.147911 0.865512 1.579483 -0.60 -2.56 0.06 0.0868
H 3.017526 1.722769 -2.296650 -0.71 -0.36 -0.15 -0.1195
H 2.108678 3.425867 -1.058821 -0.24 -0.61 0.12 -0.1131
C -0.747574 -0.584459 -0.808072 1.99 3.74 -0.07 -0.1857
```
Positions in Å, forces in eV/Å.

Its gap between HOMO and LUMO is 9.91 eV. As for the charge: 0. For the relative energy (zero: lowest compared OMol25 entry of this formula, charge and spin), the calculation gives 55.3 kcal per mole. For the HOMO energy, the calculation gives -9.120 eV. The SMILES is CC(C)=C[SiH2][SiH3].

Record 5
A structure of composition C4H13AgBrNO2 in a non-equilibrium geometry, computed with the ωB97M-V functional and the def2-TZVPD basis.

```
22
Properties=species:S:1:pos:R:3:forces:R:3:lowdin_charge:R:1
O -1.076773 2.958857 4.733594 0.05 -0.33 0.10 -0.0563
H -0.689347 -2.097119 -1.927437 -0.59 0.15 0.40 0.1234
C 0.599975 -0.371696 -1.358222 -0.41 -1.92 -2.54 -0.4211
H -0.063680 -1.354647 -3.352187 1.18 -0.14 0.31 0.1213
H -3.140159 -1.361602 -2.169252 -0.48 -0.17 -1.09 0.0865
C -0.428687 -1.127044 -2.350660 1.47 1.32 -0.88 -0.1564
C 2.020312 -1.024486 -1.386825 -1.58 -0.10 -1.21 -0.0639
H -0.794899 -0.147932 0.160029 -0.33 0.05 -0.43 0.0593
H 1.838592 -2.093567 -1.276607 0.42 -0.06 0.65 0.0745
C -2.636806 -0.404580 -2.032038 -1.89 -0.82 1.46 -0.1676
N 0.109888 -0.555573 -0.027780 0.48 0.74 1.32 0.0180
H 0.699015 0.669820 -1.664060 -0.31 0.16 -0.19 0.1291
H 2.426416 -0.947758 -2.395436 0.25 0.38 0.04 0.0728
H 0.743829 0.094263 0.414856 0.03 -0.11 1.33 0.0623
H -1.460071 3.801290 4.977756 -0.19 0.23 0.05 0.0360
Br 3.808252 2.335327 4.395018 -0.06 -0.14 0.14 0.0438
H -2.536932 -0.556236 -0.957261 0.83 0.84 0.54 0.0665
H -3.324125 0.429394 -2.174069 0.12 -0.09 -0.30 0.0964
H 2.698309 -0.580613 -0.657855 -0.08 -0.25 0.05 0.0677
Ag 2.878565 -0.548772 7.318749 0.01 0.13 -0.15 0.9604
O -1.501279 -0.282150 -2.775269 0.89 0.02 0.56 -0.1679
H -0.170394 3.164823 4.504957 0.19 0.10 -0.14 0.0153
```
Positions in Å, forces in eV/Å.

Its gap between HOMO and LUMO (spin up / spin down) is 3.33 / 3.34 eV. As for the charge: +1. For the HOMO energy (spin up / spin down), the calculation gives -10.909 / -10.909 eV. Its spin multiplicity is 2.

Record 6
A structure of composition C4H13AlP in a non-equilibrium geometry, computed with the ωB97M-V functional and the def2-TZVPD basis.

```
19
Properties=species:S:1:pos:R:3:forces:R:3:lowdin_charge:R:1
C -2.150055 1.090694 0.269223 -1.06 -1.01 -0.04 -0.2498
H 0.249078 3.020808 0.716994 -0.27 0.11 0.01 -0.1682
C -1.468055 0.258437 -1.005924 -1.58 0.73 -0.02 -0.5304
H 1.875089 1.181374 1.744235 0.12 -0.23 0.60 -0.1915
H 2.584751 2.528514 -0.332971 0.17 0.02 -0.17 -0.1874
H 2.395928 -1.350058 -0.903370 -2.53 0.11 0.13 0.0706
H 0.878814 -2.231951 -1.608194 0.56 1.75 1.67 0.0617
H -2.349723 2.213767 -0.004168 0.71 -2.20 0.68 0.0596
H -1.541912 0.971704 1.269388 -1.06 0.43 -2.16 0.0513
H 1.424440 -3.220832 0.724651 -0.70 2.18 0.16 0.0557
H -1.810482 0.860943 -1.977883 0.74 -1.41 1.99 0.0527
H 1.333972 -1.440800 1.567167 -0.47 -1.38 -1.77 0.0486
C 1.213676 -1.445369 -0.777741 0.77 -1.67 0.77 -0.5534
H -0.208066 -2.256164 0.837688 2.44 0.24 -0.25 0.0646
P 0.441142 0.285329 -1.004550 -0.20 -0.89 -1.55 0.6288
Al 1.329564 1.876493 0.432055 0.41 0.44 0.29 -0.0894
H -1.949701 -0.808922 -1.109629 1.04 1.95 0.34 0.0600
C 0.969284 -2.130284 0.693806 -1.13 -0.25 -0.33 -0.2374
H -3.217744 0.596317 0.469224 2.05 1.10 -0.36 0.0541
```
Positions in Å, forces in eV/Å.

Its gap between HOMO and LUMO is 6.85 eV. As for the charge: -1. For the HOMO energy, the calculation gives -3.004 eV.